Record 1
{"formula": "C6H82BrINO38P2S", "method": "ωB97M-V/def2-TZVPD", "homo_ev": -4.005, "gap_ha": 0.182, "charge": -1, "elements": ["C", "C", "P", "C", "C", "N", "I", "C", "S", "C", "O", "O", "P", "O", "Br", "H", "H", "H", "H", "H", "H", "H", "H", "H", "H", "H", "H", "O", "H", "H", "O", "H", "H", "O", "H", "H", "O", "H", "H", "O", "H", "H", "O", "H", "H", "O", "H", "H", "O", "H", "H", "O", "H", "H", "O", "H", "H", "O", "H", "H", "O", "H", "H", "O", "H", "H", "O", "H", "H", "O", "H", "H", "O", "H", "H", "O", "H", "H", "O", "H", "H", "O", "H", "H", "O", "H", "H", "O", "H", "H", "O", "H", "H", "O", "H", "H", "O", "H", "H", "O", "H", "H", "O", "H", "H", "O", "H", "H", "O", "H", "H", "O", "H", "H", "O", "H", "H", "O", "H", "H", "O", "H", "H", "O", "H", "H", "O", "H", "H", "O", "H", "H"], "xyz": [[3.53, 0.53, -0.99], [2.27, 0.81, -1.98], [0.87, 1.50, -0.94], [0.42, 3.28, -1.32], [1.46, 4.22, -0.46], [-0.49, 0.41, -0.70], [0.23, -1.35, 0.09], [-1.42, 0.23, -1.86], [-0.86, 0.89, -3.49], [-1.79, -1.35, -2.11], [-1.12, -1.95, -3.03], [-2.78, -2.01, -1.42], [-3.09, 1.07, -1.39], [-4.39, 0.35, -2.24], [-3.24, 0.66, 0.87], [3.13, 0.65, 0.09], [4.32, 1.35, -1.12], [3.94, -0.53, -1.06], [2.62, 1.48, -2.84], [2.04, -0.22, -2.45], [-0.67, 3.57, -1.14], [0.66, 3.53, -2.42], [2.49, 3.73, -0.40], [1.59, 5.20, -1.01], [1.06, 4.35, 0.61], [0.24, 0.18, -3.97], [-5.16, 0.95, -2.14], [2.26, -3.28, 1.98], [2.66, -3.20, 2.85], [2.19, -4.24, 1.84], [-0.82, 4.36, -4.50], [-1.02, 4.64, -5.40], [-0.95, 3.40, -4.52], [2.87, -5.14, -0.18], [2.95, -4.23, -0.50], [3.10, -5.68, -0.96], [-4.91, -1.99, 2.04], [-4.83, -1.07, 1.72], [-4.68, -2.52, 1.27], [-4.91, 1.70, 3.88], [-5.75, 1.44, 4.29], [-4.67, 0.95, 3.32], [4.09, 4.52, 0.60], [4.75, 5.07, 0.16], [3.88, 5.01, 1.41], [2.39, 6.25, 1.98], [2.56, 6.74, 1.17], [1.43, 6.10, 1.96], [1.70, 6.78, 5.08], [1.78, 7.69, 4.76], [1.94, 6.24, 4.31], [-1.57, 5.13, -7.35], [-1.24, 5.47, -8.19], [-2.47, 5.47, -7.30], [1.17, 3.86, -6.39], [0.36, 3.98, -6.91], [1.29, 4.71, -5.94], [4.71, -7.11, -1.33], [5.12, -7.03, -0.46], [4.65, -8.07, -1.47], [4.68, -8.14, -4.11], [4.79, -7.64, -3.30], [4.12, -7.57, -4.66], [1.76, -8.14, -0.75], [0.95, -8.02, -1.26], [1.88, -7.29, -0.30], [0.59, -6.27, 1.58], [0.77, -5.77, 0.77], [-0.36, -6.42, 1.56], [-5.83, 3.37, 6.22], [-5.29, 2.77, 5.70], [-6.71, 3.30, 5.83], [-0.38, 3.99, 2.56], [-0.13, 3.32, 3.21], [-1.34, 4.03, 2.62], [3.81, -10.82, -2.71], [3.99, -10.32, -3.53], [2.86, -10.96, -2.73], [4.04, 1.80, -4.35], [4.12, 2.71, -4.66], [4.26, 1.26, -5.12], [4.16, 6.76, 6.62], [3.31, 6.65, 6.17], [4.02, 7.50, 7.22], [-3.01, 3.93, 4.96], [-3.20, 4.83, 4.65], [-3.69, 3.39, 4.54], [-0.42, 6.92, -9.84], [-0.34, 7.82, -10.16], [-0.19, 6.38, -10.61], [-7.58, 0.90, 5.10], [-7.33, 0.22, 5.75], [-8.54, 0.94, 5.16], [-0.11, 2.06, 5.25], [0.14, 1.40, 5.90], [-1.07, 2.10, 5.31], [0.07, -1.50, 3.92], [0.61, -2.09, 3.38], [-0.81, -1.57, 3.53], [0.58, -11.36, -2.43], [0.12, -10.53, -2.25], [-0.01, -12.04, -2.07], [-1.57, -9.65, -2.35], [-1.76, -8.76, -2.68], [-2.25, -10.20, -2.77], [1.78, -4.19, 4.99], [1.31, -3.36, 5.17], [1.19, -4.86, 5.34], [-7.16, -2.30, 4.02], [-6.24, -2.17, 3.76], [-7.45, -3.04, 3.47], [0.22, 6.49, -2.01], [0.02, 7.38, -2.33], [-0.45, 5.93, -2.42], [1.09, -10.39, 1.58], [1.26, -9.89, 0.77], [0.13, -10.53, 1.56], [3.35, -6.72, -6.45], [3.89, -7.33, -6.98], [2.47, -6.79, -6.84], [-1.67, 6.42, 6.44], [-0.75, 6.54, 6.17], [-1.99, 5.69, 5.89], [-7.05, -3.84, 1.32], [-6.97, -2.93, 1.01], [-6.82, -4.37, 0.55], [2.03, 7.67, 8.13], [1.55, 7.03, 8.67], [1.47, 7.78, 7.35], [1.93, 6.78, -5.88], [2.26, 7.12, -6.72], [1.03, 7.12, -5.83]]}

=====

Record 2
{"formula": "C6H8AgLiO6", "method": "ωB97M-V/def2-TZVPD", "homo_ev": -5.968, "gap_ha": 0.184, "charge": 0, "e_above_lowest_kj_mol": 230.1, "elements": ["O", "C", "C", "O", "C", "H", "H", "H", "H", "O", "Li", "C", "C", "O", "C", "O", "O", "H", "H", "H", "H", "Ag"], "xyz": [[-2.62, -1.60, 0.71], [-2.37, -0.34, 1.06], [-2.28, -2.48, 1.79], [-1.60, -0.30, 2.19], [-1.32, -1.63, 2.63], [-1.83, -3.38, 1.38], [-3.20, -2.73, 2.34], [-0.26, -1.87, 2.43], [-1.51, -1.69, 3.71], [-2.08, 0.45, 0.11], [-1.43, 2.22, 0.46], [-0.38, 1.49, -1.37], [1.07, 1.25, -1.08], [1.84, 1.17, -2.33], [3.18, 1.03, -2.27], [3.74, 0.88, -1.15], [3.79, 1.25, -3.35], [-0.80, 0.64, -1.94], [-0.50, 2.34, -2.07], [1.24, 0.32, -0.52], [1.50, 2.07, -0.48], [5.84, 0.89, -2.26]]}

=====

Record 3
{"formula": "C6H8BFO3", "method": "ωB97M-V/def2-TZVPD", "homo_ev": [-7.793, -8.293], "gap_ha": [0.295, 0.250], "charge": 0, "multiplicity": 3, "s_squared": 2.0462, "elements": ["B", "C", "C", "C", "C", "C", "C", "O", "O", "O", "F", "H", "H", "H", "H", "H", "H", "H", "H"], "xyz": [[0.96, 0.67, 1.30], [-0.42, 1.37, -2.66], [0.68, 0.94, -2.02], [-0.10, -0.35, 1.01], [1.58, 0.75, -1.20], [-0.73, -1.30, 0.42], [-1.86, -1.95, 1.12], [-0.73, -1.62, -0.89], [0.45, 1.90, 1.33], [2.04, 0.21, 1.96], [2.82, 0.44, -0.95], [-0.61, 2.34, -2.68], [-1.03, 0.75, -3.25], [-0.05, -1.12, -1.35], [-2.05, -1.42, 2.14], [-1.57, -3.06, 1.18], [-2.75, -2.14, 0.43], [0.89, 2.78, 1.55], [2.50, 0.81, 2.56]]}

=====

| no. | molar mass (g/mol) | energy (hartree) |
| --- | --- | --- |
| 1 | 1077.51 | -7144.226463 |
| 2 | 290.93 | -839.254029 |
| 3 | 157.94 | -583.681096 |